# 1
Entry from OMol25: a structure of composition C12H23N4RuS (ωB97M-V/def2-TZVPD).

## Properties
Orbital gap (alpha / beta), eV: 7.24 / 6.38
⟨S²⟩: 6.035
Electronic energy, Ha: -1182.0770

Structure (ORCA input):
```
! RIJCOSX wB97M-V def2-TZVPD def2/J DEFGRID3
* xyz 3 5
Ru -0.4940 -0.6301 0.0143
N -2.2491 -1.9955 0.0649
C -3.4466 -1.2639 0.5711
C -3.5444 0.0762 -0.1284
N -2.2658 0.8291 -0.0010
C -2.1952 1.5961 1.2842
C -0.9090 1.3190 2.0364
N -0.6831 -0.1689 2.0709
C -1.9010 1.6211 -1.2147
C -1.6612 0.7141 -2.4060
N -0.6067 -0.3218 -2.0986
H -2.0931 -2.8297 0.6301
H -2.4487 -2.3450 -0.8708
H -4.3564 -1.8353 0.3916
H -3.3558 -1.1441 1.6500
H -3.7832 -0.0732 -1.1788
H -4.3655 0.6544 0.2985
H -2.2867 2.6676 1.1035
H -3.0449 1.3061 1.9018
H -0.0553 1.7793 1.5432
H -0.9657 1.7352 3.0419
H 0.1575 -0.3700 2.6139
H -1.4497 -0.6145 2.5717
H -2.6853 2.3397 -1.4677
H -0.9991 2.1897 -0.9815
H -2.5669 0.1927 -2.7007
H -1.3633 1.3218 -3.2586
H -0.7566 -1.1421 -2.6843
H 0.3017 0.0426 -2.3837
S 1.7266 0.2548 0.0474
C 3.3634 -0.2162 -0.0183
C 4.2981 0.8403 -0.2660
C 5.6309 0.5547 -0.2834
C 6.0718 -0.7638 -0.0443
C 5.1459 -1.8125 0.1738
C 3.8096 -1.5524 0.1981
H 3.9442 1.8511 -0.4219
H 6.3463 1.3417 -0.4757
H 7.1330 -0.9781 -0.0188
H 5.5037 -2.8229 0.3156
H 3.0996 -2.3473 0.3802
*
```

Results of the Mulliken charge analysis, in e, for atoms 1 through 5: number 1, Ru, carries 0.41; number 2, N, carries -0.33; number 3, C, carries -0.79; number 4, C, carries -0.67; number 5, N, carries 0.41

***

# 2
Entry from OMol25: a cluster of 5 separate species, C12H23N8O6 in total (ωB97M-V/def2-TZVPD).

## Properties
Orbital gap, eV: 3.09
Electronic energy, Ha: -1360.6959

Structure (ORCA input):
```
! RIJCOSX wB97M-V def2-TZVPD def2/J DEFGRID3
* xyz -1 1
C -3.2438 1.5523 -7.3403
O -1.9278 1.8194 -6.5908
C -1.4966 0.8801 -5.7647
O -1.4957 -0.3194 -5.9241
C -0.8956 1.4966 -4.5187
C 0.1116 2.4527 -4.6358
C 0.6569 3.0379 -3.4977
C 0.1879 2.6764 -2.2391
C -0.8019 1.7116 -2.1131
C -1.3416 1.1223 -3.2543
H -3.2588 2.4100 -8.0350
H -4.0046 1.7831 -6.5696
H 0.4529 2.7374 -5.6241
H 1.4311 3.7871 -3.6159
H 0.6010 3.1376 -1.3501
H -1.1781 1.4115 -1.1462
H -2.1180 0.3717 -3.1688
C -3.4750 5.3968 -5.1610
O -3.6854 6.3974 -4.4813
N -4.2323 5.0789 -6.2563
N -2.4871 4.5032 -4.9049
H -4.0783 4.2379 -6.7942
H -4.9827 5.6972 -6.4935
H -1.8994 4.6481 -4.1056
H -2.3365 3.6921 -5.4865
C 1.0742 0.4064 0.9369
O 0.0924 1.0089 0.5317
N 1.2144 -0.0307 2.2196
N 2.1218 0.1213 0.1021
H 2.0177 -0.5347 2.5607
H 0.4595 0.1633 2.8485
H 2.0393 0.4260 -0.8513
H 2.9411 -0.3737 0.3972
C 2.5636 -2.4087 4.9254
O 2.9081 -1.6158 4.0578
N 1.8945 -2.0200 6.0502
N 2.8105 -3.7426 4.8550
H 1.6133 -2.6728 6.7606
H 1.6869 -1.0453 6.1529
H 3.2976 -4.0870 4.0502
H 2.5140 -4.3772 5.5780
C 1.7867 -5.9729 8.1628
O 1.7995 -5.0281 7.3852
N 0.6238 -6.5341 8.5957
N 2.9341 -6.5259 8.6473
H 0.5860 -7.3074 9.2315
H -0.2321 -6.1439 8.2478
H 3.8018 -6.1258 8.3427
H 2.9491 -7.2998 9.2834
*
```

Results of the Mulliken charge analysis, in e, for atoms 1 through 5: number 1, C, carries -1.14; number 2, O, carries -0.20; number 3, C, carries -0.07; number 4, O, carries -0.58; number 5, C, carries 0.78

***

# 3
Entry from OMol25: a cluster of 2 separate species, C12H23NO5PS in total (ωB97M-V/def2-TZVPD).

## Properties
Orbital gap (alpha / beta), eV: 9.05 / 9.28
⟨S²⟩: 0.754
Electronic energy, Ha: -1641.4964

Structure (ORCA input):
```
! RIJCOSX wB97M-V def2-TZVPD def2/J DEFGRID3
* xyz 0 2
O 2.0514 1.6875 4.3133
C 2.5221 2.0952 3.3104
O 3.3889 3.1284 3.1901
C 3.3890 3.5431 1.8292
C 3.0354 2.2526 1.0898
O 2.2919 2.5114 -0.0523
P 4.4763 1.1489 0.6329
S 5.4387 0.2895 2.0713
O 2.2783 1.5628 2.0711
H 4.3269 4.0233 1.5566
H 2.5596 4.2395 1.6645
H 1.5788 1.8521 -0.1001
H 5.2398 1.9920 -0.1903
H 3.8343 0.3165 -0.2974
C -2.9585 -1.3337 -2.3543
C -1.4843 -1.0331 -2.0499
C -0.7169 -2.3124 -1.6954
C -1.0725 -2.8766 -0.3224
C -0.9116 -1.8205 0.7676
C -1.6900 -0.5303 0.4850
N -1.3332 -0.0693 -0.9036
O -0.2533 0.6115 -0.9529
C -3.1975 -0.7424 0.6452
C -1.2757 0.5588 1.4688
C -0.8777 -0.3816 -3.2882
H -3.5783 -0.4501 -2.2025
H -3.0479 -1.6280 -3.3999
H -3.3652 -2.1478 -1.7601
H 0.3546 -2.0914 -1.7238
H -0.9116 -3.0511 -2.4773
H -2.0905 -3.2752 -0.3219
H -0.4180 -3.7218 -0.1026
H -1.2401 -2.2109 1.7338
H 0.1485 -1.5692 0.8709
H -3.7481 0.1330 0.2986
H -3.4137 -0.8795 1.7049
H -3.5778 -1.6159 0.1263
H -0.2006 0.7133 1.4811
H -1.5856 0.2571 2.4701
H -1.7601 1.5057 1.2265
H -1.3760 0.5621 -3.5136
H -1.0136 -1.0567 -4.1344
H 0.1836 -0.1868 -3.1653
*
```

Results of the Mulliken charge analysis, in e, for atoms 1 through 5: number 1, O, carries -0.50; number 2, C, carries 0.51; number 3, O, carries -0.32; number 4, C, carries -0.49; number 5, C, carries 0.65

***

# 4
Entry from OMol25: a cluster of 3 separate species, C12H23NO8 in total at a distorted geometry (ωB97M-V/def2-TZVPD).

## Properties
Orbital gap, eV: 10.59
Electronic energy, Ha: -1127.7462
Structure (SMILES): CC(=O)OCOC(N)=O.CCOC(C)=O.CCOC(C)=O

Structure (ORCA input):
```
! RIJCOSX wB97M-V def2-TZVPD def2/J DEFGRID3
* xyz 0 1
C 2.6136 -1.1935 -0.9198
C 1.5189 -1.2236 0.1112
O 1.7100 -1.3730 1.2909
O 0.2444 -1.1011 -0.3764
C 0.0337 -0.0012 -1.2349
O -1.2905 -0.0205 -1.6611
C -2.1894 -0.0144 -0.6000
N -2.9434 -1.1438 -0.5317
O -2.2515 0.9253 0.1597
H 2.2369 -1.6114 -1.8440
H 3.4888 -1.7035 -0.5654
H 2.8315 -0.1507 -1.1195
H 0.2467 0.9224 -0.7038
H 0.6295 -0.0676 -2.1359
H -3.8204 -0.9846 -0.0368
H -3.0833 -1.5875 -1.4251
O 5.6018 -0.3878 -2.0560
C 5.7760 0.7746 -2.2795
O 4.7703 1.6347 -2.0202
C 4.9286 3.0551 -2.0642
C 4.7034 3.6089 -3.4553
C 7.0484 1.2922 -2.9084
H 5.8965 3.3473 -1.6563
H 4.1717 3.4390 -1.3830
H 5.4466 3.2375 -4.1608
H 4.7583 4.6973 -3.4422
H 3.7214 3.3132 -3.8231
H 6.9313 1.2832 -3.9911
H 7.8549 0.6163 -2.6401
H 7.3270 2.2929 -2.5870
O -5.3266 -1.9302 0.8500
C -5.6317 -1.8454 2.0106
O -5.4159 -0.6863 2.6366
C -5.8780 -0.4102 3.9618
C -4.8866 -0.8660 5.0108
C -6.1626 -3.0280 2.7807
H -6.8710 -0.8326 4.1190
H -5.9858 0.6717 3.9945
H -4.7543 -1.9478 4.9965
H -5.2293 -0.5763 6.0040
H -3.9135 -0.4116 4.8292
H -5.3207 -3.5636 3.2167
H -6.6705 -3.6870 2.0825
H -6.8654 -2.7624 3.5666
*
```

Results of the Mulliken charge analysis, in e, for atoms 1 through 5: number 1, C, carries -0.79; number 2, C, carries 0.54; number 3, O, carries -0.54; number 4, O, carries -0.29; number 5, C, carries -0.32

***

# 5
Entry from OMol25: a structure of composition C12H24AlI2O3 at a distorted geometry (ωB97M-V/def2-TZVPD).

## Properties
Orbital gap, eV: 7.27
Electronic energy, Ha: -1535.0156

Structure (ORCA input):
```
! RIJCOSX wB97M-V def2-TZVPD def2/J DEFGRID3
* xyz -1 1
C 3.3075 -3.5239 -0.6199
O 3.2045 -2.8552 -1.9388
C 3.5313 -1.4170 -1.8415
C 2.3084 -0.5150 -1.1569
C 1.4255 0.2698 -2.3405
C 0.2652 1.2113 -1.6670
Al -1.6596 0.5605 -1.9405
C -1.9044 -1.4752 -1.9364
I -0.2940 -2.9731 -2.0768
C -3.3228 -2.0101 -1.8530
C -4.6321 -0.9723 -1.7763
I -3.7753 -4.1956 -1.8702
H 3.2856 -2.7309 0.2690
H 2.4123 -4.2852 -0.4135
H 4.2941 -4.1871 -0.5857
H 4.5390 -1.3457 -1.2226
H 3.6914 -0.9461 -2.9266
H 1.6416 -1.1923 -0.4716
H 2.8412 0.2717 -0.4348
H 2.2123 1.0001 -2.8612
H 1.0546 -0.4507 -3.1864
H 0.4233 1.3781 -0.4996
H 0.3424 2.2967 -2.1580
H -2.2021 1.1798 -3.3093
H -2.5879 1.1340 -0.7508
H -5.6064 -1.5713 -1.5189
H -4.4067 -0.2369 -0.8640
H -4.6998 -0.3295 -2.7591
O -0.8344 3.1590 0.6640
C -0.6321 2.8066 1.8237
O 0.2762 1.8401 2.0964
C 0.7408 1.5103 3.4173
C -0.1713 0.4933 4.0739
C -1.4510 3.3619 2.9495
H 0.8758 2.4086 4.0261
H 1.7367 1.0704 3.2935
H -1.1814 0.8887 4.2104
H 0.2202 0.1984 5.0518
H -0.2627 -0.4004 3.4470
H -2.3576 2.7627 3.0679
H -1.7338 4.3908 2.6960
H -0.9145 3.4205 3.8935
*
```

Results of the Mulliken charge analysis, in e, for atoms 1 through 5: number 1, C, carries -0.58; number 2, O, carries -0.31; number 3, C, carries -0.48; number 4, C, carries -0.13; number 5, C, carries -0.66

***

> Which value of electronic energy does entry 2 give?

-1360.6959 Ha

***

> Which of these has the highest electronic energy?

C12H23NO8

***

> Which formula does entry 1 have?

C12H23N4RuS